1.
Molecular formula: C4H10O
Method: DFT, wB97M-V/def2-TZVPD

Each line ends with the Mulliken charge.
Atoms and positions in Å:
1 C -0.27862 1.35634 2.36743  -0.93
2 C 0.96078 1.32196 1.50876  -0.02
3 C 1.19691 0.24466 0.69382  -0.07
4 C 2.36468 0.07290 -0.21854  -1.06
5 H -1.00999 2.11741 1.93737  0.24
6 H -0.61531 0.37857 2.23013  0.29
7 H 0.07421 1.63753 3.39631  0.27
8 H 1.73053 2.12515 1.43834  0.30
9 H 0.41390 -0.61299 0.53579  0.14
10 H 2.16039 0.70784 -1.15570  0.24
11 H 3.26383 0.30957 0.34364  0.29
12 H 2.44913 -0.97576 -0.57827  0.31
13 O -3.98002 -2.50400 -4.16153  -0.63
14 H -4.31885 -3.11381 -4.84521  0.31
15 H -4.41154 -3.06537 -3.49234  0.31

**Energy**: -6356.1113 eV
**Spin multiplicity**: 1
**Structure (SMILES)**: C/C=C/C.O
**Maximum force**: 3.3 eV Å⁻¹
**Energy above the lowest of the compared OMol25 structures with the same formula, charge and spin**: 39.0 kcal per mole
**HOMO level**: -8.844 eV
**Frontier orbital gap**: 9.814 eV


2.
Molecular formula: C43H73O4P2Si2V
Method: DFT, wB97M-V/def2-TZVPD

Each line ends with the Mulliken charge.
Atoms and positions in Å:
1 V 0.95645 -0.40010 -0.70164  -0.21
2 C 1.21165 2.55141 1.92438  -1.75
3 Si 0.28132 1.03829 1.12083  1.16
4 C -1.41846 1.81363 0.60780  -0.08
5 C -1.33426 3.13399 0.16845  -0.73
6 C -2.33587 3.75244 -0.55424  -1.16
7 C -3.45272 3.02390 -0.92242  -1.24
8 C -3.58080 1.72132 -0.48054  -0.62
9 C -2.60944 1.12476 0.31742  1.36
10 P -2.88683 -0.43807 1.24197  -0.66
11 C -3.54157 -1.79359 0.08138  1.21
12 C -3.80271 -3.03733 0.96729  -0.31
13 C -5.17206 -3.65647 0.71035  -1.11
14 C -5.31213 -4.00776 -0.76708  -0.84
15 C -5.03630 -2.78343 -1.65938  -0.68
16 C -4.72802 -1.52822 -0.83970  -0.59
17 C -4.42251 -0.00587 2.25931  0.67
18 C -3.89688 0.60991 3.56541  -0.40
19 C -5.01180 1.29938 4.36248  -0.93
20 C -6.35169 0.62958 4.08236  -0.73
21 C -6.74375 0.84457 2.61704  -1.01
22 C -5.51351 0.90129 1.69957  -0.84
23 C 0.35892 -0.14649 2.66051  1.31
24 C -0.24853 0.17864 3.86661  -0.04
25 C -0.09669 -0.60844 4.99631  -0.99
26 C 0.69440 -1.74298 4.94079  -1.03
27 C 1.33103 -2.07312 3.75716  -0.61
28 C 1.17737 -1.28701 2.61975  0.12
29 P 1.98591 -1.65361 1.00919  -0.40
30 C 3.75683 -1.14502 1.36502  0.32
31 C 3.81725 0.35542 1.65484  0.08
32 C 5.18600 0.71619 2.22432  -1.21
33 C 5.33627 0.13767 3.63724  -0.99
34 C 4.54146 -1.16568 3.78561  -0.34
35 C 4.49953 -1.92847 2.46434  -1.12
36 C 2.24732 -3.46377 0.53609  0.38
37 C 1.25770 -3.70999 -0.60982  1.43
38 C 1.36248 -5.14779 -1.09881  -1.02
39 C 0.87268 -6.12353 -0.01715  -1.05
40 C 0.97514 -5.49964 1.37598  -0.37
41 C 2.24246 -4.65981 1.51093  -0.83
42 H 0.51022 3.28981 2.29893  0.57
43 H 1.86423 3.03699 1.20749  0.39
44 H 1.82036 2.24302 2.76693  0.62
45 H -0.45343 3.70628 0.40925  0.79
46 H -2.23305 4.79055 -0.84376  0.42
47 H -4.23140 3.47183 -1.52329  0.46
48 H -4.46475 1.17495 -0.76239  0.42
49 H -2.68541 -2.00737 -0.57332  0.01
50 H -3.72828 -2.78137 2.02926  0.25
51 H -3.04145 -3.79472 0.77471  0.18
52 H -5.96554 -2.96814 1.00828  0.29
53 H -5.27789 -4.55999 1.31498  0.51
54 H -6.31257 -4.40290 -0.95276  0.35
55 H -4.60415 -4.80520 -1.00216  0.39
56 H -5.89700 -2.58939 -2.30414  0.57
57 H -4.18119 -2.98532 -2.30729  0.07
58 H -5.60996 -1.23835 -0.27301  0.26
59 H -4.49148 -0.71620 -1.52561  -0.20
60 H -4.88220 -0.97527 2.48556  0.87
61 H -3.12036 1.34055 3.32348  -0.23
62 H -3.43330 -0.17527 4.16781  0.42
63 H -5.08273 2.34990 4.07828  0.34
64 H -4.78754 1.26557 5.42986  0.47
65 H -7.12991 1.02861 4.73518  0.48
66 H -6.26275 -0.43720 4.29599  0.29
67 H -7.30435 1.77535 2.51142  0.49
68 H -7.40332 0.03428 2.29779  0.27
69 H -5.13168 1.92156 1.63502  0.40
70 H -5.82049 0.59885 0.70084  0.11
71 H -0.84297 1.07891 3.92314  0.42
72 H -0.58185 -0.32686 5.91927  0.42
73 H 0.83545 -2.35972 5.81697  0.48
74 H 1.95884 -2.94847 3.73959  0.33
75 H 4.26984 -1.33998 0.41293  0.83
76 H 3.05599 0.61184 2.39070  -0.42
77 H 3.60850 0.92563 0.74626  0.34
78 H 5.31154 1.79910 2.24939  0.44
79 H 5.96180 0.31427 1.56889  0.34
80 H 4.97698 0.86185 4.37219  0.36
81 H 6.39364 -0.04318 3.84339  0.41
82 H 3.52574 -0.94472 4.11329  -0.06
83 H 5.00428 -1.79207 4.55090  0.61
84 H 4.05365 -2.91124 2.61438  0.25
85 H 5.53199 -2.09562 2.14709  0.56
86 H 3.24977 -3.39714 0.08452  0.76
87 H 1.47725 -3.00976 -1.41913  -1.47
88 H 0.24081 -3.52524 -0.26731  -0.39
89 H 2.40400 -5.35839 -1.35351  0.34
90 H 0.77403 -5.26788 -2.01009  0.55
91 H 1.46147 -7.04299 -0.04956  0.38
92 H -0.16741 -6.39522 -0.20130  0.36
93 H 0.98159 -6.28901 2.13047  0.60
94 H 0.11641 -4.85893 1.56218  -0.31
95 H 3.10807 -5.29422 1.29308  0.42
96 H 2.34503 -4.34121 2.54630  0.35
97 O -0.75774 -2.75936 1.48505  0.27
98 H -1.24895 -2.01411 1.10898  -1.54
99 H -0.89157 -2.70212 2.43471  0.21
100 O 1.53249 2.89002 -1.29499  -0.63
101 H 0.99780 2.23707 -1.76530  0.26
102 H 0.96354 3.65145 -1.17781  0.32
103 C -2.16210 -0.61243 -3.56984  -1.04
104 O -1.50128 -1.12414 -2.40587  -0.18
105 C -0.53322 -0.39671 -1.85418  1.11
106 O -0.17218 0.69819 -2.28302  -0.90
107 H -1.86562 -1.20444 -4.43737  0.30
108 H -1.87822 0.43119 -3.71359  0.45
109 H -3.23701 -0.68717 -3.41730  0.23
110 C 1.49487 -2.26246 -3.96346  -0.80
111 Si 2.94426 -1.16050 -3.34384  0.54
112 C 3.47333 -0.17527 -4.89682  -1.31
113 C 4.37945 -2.35347 -2.90110  -1.14
114 C 2.62277 0.00134 -1.88618  -1.10
115 H 1.50896 -2.31561 -5.04856  0.51
116 H 0.53519 -1.85541 -3.66423  -0.14
117 H 1.55843 -3.28036 -3.59338  0.22
118 H 3.81840 -0.83008 -5.68975  0.33
119 H 4.27361 0.52227 -4.67977  0.35
120 H 2.63656 0.39424 -5.28574  0.33
121 H 4.74294 -2.85780 -3.78892  0.40
122 H 4.08107 -3.12178 -2.19440  0.20
123 H 5.21303 -1.80747 -2.47122  0.32
124 H 2.58412 1.02396 -2.26256  0.83
125 H 3.46962 -0.05697 -1.19945  0.31

**Energy**: -113986.0591 eV
**Spin multiplicity**: 3
**Maximum force**: 2.9 eV Å⁻¹
**HOMO level (alpha / beta)**: -7.876 / -7.567 eV
**Frontier orbital gap (alpha / beta)**: 7.672 / 7.712 eV


3.
Molecular formula: C26H30N6OS
Method: DFT, wB97M-V/def2-TZVPD

Each line ends with the Mulliken charge.
Atoms and positions in Å:
1 C -5.99996 -4.21879 0.12935  -1.39
2 C -5.14230 -2.99145 0.12993  0.95
3 C -4.17418 -2.78621 -0.84509  -0.89
4 C -3.39817 -1.64353 -0.84614  -0.43
5 C -3.58216 -0.67844 0.13701  0.26
6 N -2.77252 0.46896 0.11497  0.56
7 N -1.47742 0.32139 -0.18181  -0.87
8 C -0.95492 1.54524 -0.14028  0.90
9 C 0.37554 2.02932 -0.36741  0.14
10 N 1.41576 1.22913 -0.67928  0.16
11 C 1.33882 -0.20407 -0.78668  0.95
12 C 1.80514 -0.64789 -2.17662  -1.98
13 C 3.21988 -0.14068 -2.46196  0.76
14 C 4.34628 -0.71041 -1.59371  0.10
15 O 5.40987 -0.13568 -1.48823  -0.67
16 N 4.12108 -1.90843 -1.00527  0.02
17 C 5.08369 -2.51598 -0.11717  -1.05
18 C 4.54569 -2.63106 1.31748  -0.87
19 C 4.10186 -1.30876 1.84703  0.60
20 C 2.85571 -0.94800 2.26088  -0.65
21 C 2.77258 0.40574 2.66105  -0.19
22 C 3.95836 1.05228 2.54370  -0.64
23 S 5.20270 0.02594 1.94954  -0.15
24 C 3.22449 1.38693 -2.31495  -1.29
25 C 2.72877 1.77900 -0.92369  -0.32
26 N 0.60695 3.32821 -0.26965  -0.33
27 N -0.33264 4.20258 0.04161  -1.02
28 C -1.57102 3.87089 0.26299  0.35
29 C -2.52804 4.96801 0.60462  -1.26
30 C -1.96168 2.50432 0.17864  0.48
31 C -3.12974 1.75805 0.33223  0.73
32 C -4.52351 2.19942 0.58965  -1.93
33 C -4.52790 -0.88311 1.13558  -0.15
34 C -5.30046 -2.02801 1.12055  -0.88
35 H -5.69146 -4.91033 -0.65011  0.34
36 H -5.94054 -4.72566 1.09120  0.34
37 H -7.04231 -3.94973 -0.03929  0.32
38 H -4.02708 -3.52791 -1.61650  0.30
39 H -2.64333 -1.48374 -1.60023  0.45
40 H 0.31216 -0.52316 -0.60586  0.27
41 H 1.98987 -0.64303 -0.01962  -0.68
42 H 1.72750 -1.73301 -2.27497  0.45
43 H 1.13561 -0.21080 -2.92160  0.47
44 H 3.49406 -0.39706 -3.49372  0.34
45 H 3.22538 -2.35842 -1.08746  0.30
46 H 5.35630 -3.51003 -0.48832  0.37
47 H 5.96631 -1.87188 -0.13598  0.47
48 H 3.69754 -3.32073 1.34203  0.35
49 H 5.33891 -3.04492 1.94512  0.37
50 H 2.02061 -1.62697 2.29167  0.42
51 H 1.86778 0.87299 3.00525  0.45
52 H 4.18316 2.07668 2.76374  0.46
53 H 4.23913 1.76004 -2.45029  0.49
54 H 2.57864 1.83228 -3.07316  0.43
55 H 2.65524 2.86148 -0.82299  0.49
56 H 3.42615 1.39287 -0.17104  -0.24
57 H -1.97123 5.89290 0.72281  0.40
58 H -3.25979 5.09881 -0.19267  0.28
59 H -3.05901 4.74227 1.52814  0.33
60 H -4.71049 2.31223 1.65886  0.30
61 H -5.23613 1.48180 0.18634  0.48
62 H -4.69156 3.16549 0.12000  0.42
63 H -4.64272 -0.16531 1.93237  0.45
64 H -6.03521 -2.18202 1.89746  0.38

**Energy**: -49272.4808 eV
**Spin multiplicity**: 1
**Structure (SMILES)**: Cc1ccc(-n2nc3c(N4CCC(C(=O)NCCc5cccs5)CC4)nnc(C)c3c2C)cc1
**Maximum force**: 1.5 eV Å⁻¹
**Energy above the lowest of the compared OMol25 structures with the same formula, charge and spin**: 0.0 kcal per mole
**HOMO level**: -7.291 eV
**Frontier orbital gap**: 7.733 eV